Record 1
13
Properties=species:S:1:pos:R:3:forces:R:3 method="wB97M-V/def2-TZVPD" spin_multiplicity=3 total_charge=+1 homo_lumo_gap_ev="6.569 / 6.209" total_energy_ev=-17594.32048 de_lowest_kcal_mol=16.6 s2=2.02
C -2.661033 -0.081402 0.089911 -0.14 0.76 -0.97
C -2.109182 1.175228 -0.159527 0.50 -1.64 0.53
C -0.627952 -1.354469 -0.079169 0.50 0.93 0.48
C 0.491141 0.271584 0.021864 -2.94 -3.06 0.86
C 1.920301 0.254488 0.026090 -0.23 -2.65 -3.38
N -1.849461 -1.211662 0.063471 1.24 1.30 -0.06
S -0.439199 1.660867 -0.005660 -1.71 0.54 -0.43
H -3.762245 -0.257898 0.192129 1.28 0.32 0.04
H -2.705950 2.052185 -0.307355 -0.58 0.19 0.25
H -0.165752 -2.346604 -0.330220 0.01 1.19 0.04
H 2.194950 1.254163 0.156755 1.04 1.58 0.07
H 2.137074 -0.101666 -1.114783 0.59 0.75 2.61
H 2.322743 -0.393583 0.789073 0.45 -0.22 -0.04

Record 2
37
Properties=species:S:1:pos:R:3:forces:R:3 method="wB97M-V/def2-TZVPD" spin_multiplicity=4 total_charge=+1 homo_lumo_gap_ev="5.467 / 5.075" total_energy_ev=-73673.24111 de_lowest_kcal_mol=45.4 s2=3.75
Co -2.135020 -2.008049 -0.779932 2.95 3.45 -0.43
F -0.379360 -1.059569 -1.101762 -3.12 -2.05 0.68
C 2.625110 0.179621 -2.052552 -0.44 -0.35 0.41
N 3.183290 -1.177509 -1.861082 2.11 -1.02 0.36
O 2.534620 -2.135999 -2.265602 0.73 0.77 0.62
O 4.287630 -1.238549 -1.249742 -2.81 -0.09 -1.43
H 2.187480 0.312171 -1.063102 0.20 0.86 0.04
H 1.790180 0.161661 -2.753042 0.44 -0.16 -0.21
H 3.441920 0.854541 -2.308282 -0.31 -0.02 0.26
C -4.860790 0.890571 1.167518 -1.01 -0.62 0.57
N -3.430560 0.951061 0.734758 0.52 0.74 -0.09
O -2.791830 1.910201 1.085748 -0.73 -1.02 -0.34
O -2.921970 0.078921 -0.021412 -0.46 -0.64 0.35
H -5.484450 1.631351 0.667128 0.60 0.17 -0.34
H -4.941780 1.094731 2.235158 0.58 0.22 -0.07
H -5.334300 -0.081199 1.027738 0.60 -0.08 -0.43
C -0.698250 2.157001 -1.891662 0.06 0.46 0.73
N -0.957250 1.393341 -3.139302 0.76 0.21 -0.48
O -2.021760 0.787481 -3.244852 0.78 0.24 0.23
O -0.092000 1.482691 -3.995992 -0.94 -0.46 0.40
H -0.931930 1.539161 -1.024612 -0.38 0.11 -0.28
H -1.286670 3.071301 -1.968582 -0.37 -0.26 0.19
H 0.327970 2.505641 -1.775802 0.08 -0.46 -0.62
C 0.361240 0.708141 1.725698 -0.85 -0.82 0.09
N 1.220180 1.817621 2.098108 -0.46 -0.19 1.15
O 1.777150 2.375171 1.175548 0.38 0.44 0.54
O 1.201750 2.084691 3.290998 0.77 0.68 -1.00
H 0.089850 0.121931 2.603658 0.58 -0.04 -0.04
H 0.884600 0.135441 0.960048 -0.53 0.05 -0.05
H -0.571870 1.193991 1.440488 0.17 -0.17 -0.70
C 2.035740 -3.101629 1.134038 0.21 0.35 -0.48
N 1.626250 -3.052229 2.536678 0.14 -2.35 0.38
O 1.607620 -2.001129 3.142878 -0.34 -0.67 -0.05
O 1.371350 -4.201729 2.942598 -0.28 2.08 0.83
H 1.141670 -2.854909 0.561458 0.25 0.33 -0.23
H 2.294880 -4.142069 0.937988 0.24 0.42 -0.12
H 2.849310 -2.383859 1.029078 -0.14 -0.12 -0.47

Record 3
88
Properties=species:S:1:pos:R:3:forces:R:3 method="wB97M-V/def2-TZVPD" spin_multiplicity=5 total_charge=-1 homo_lumo_gap_ev="4.003 / 6.936" total_energy_ev=-82927.49972 s2=6.06
P 0.438782 -2.285119 -0.281009 0.04 -0.05 -0.44
C 2.238000 -2.587582 -0.727388 -0.46 -0.06 0.57
C 2.777724 -3.976747 -0.353393 0.01 -0.03 -0.07
C 4.287269 -4.052512 -0.584865 0.11 0.04 0.06
C 4.701109 -3.626260 -1.996344 -0.08 -0.04 -0.06
C 4.061821 -2.303949 -2.428450 -0.04 0.05 0.06
C 2.548781 -2.294066 -2.197146 -0.02 0.01 -0.06
C -0.626669 -3.212784 -1.507869 0.27 -0.01 0.56
C -0.286664 -4.689976 -1.696833 -0.03 -0.08 -0.09
C -1.389984 -5.365928 -2.516745 -0.05 -0.05 0.01
C -1.664720 -4.651030 -3.844334 0.05 0.06 -0.08
C -1.860945 -3.140984 -3.677430 0.00 0.03 0.07
C -0.729328 -2.514759 -2.864763 -0.01 0.21 0.04
C 0.193713 -3.196773 1.321770 0.37 -0.62 -0.52
C 1.097296 -2.631513 2.422537 -0.06 0.23 0.04
C 0.934922 -3.409074 3.727604 -0.04 -0.05 -0.12
C -0.525853 -3.507559 4.174861 0.01 0.06 -0.01
C -1.434727 -4.028107 3.059676 0.12 0.03 -0.10
C -1.272661 -3.246317 1.755315 -0.11 0.19 0.05
H 2.737775 -1.821824 -0.103039 -0.03 -0.21 -0.19
H 2.277632 -4.735806 -0.972344 0.14 0.14 0.13
H 2.558183 -4.232275 0.691599 0.08 0.09 -0.23
H 4.629861 -5.074471 -0.392163 0.06 0.04 0.00
H 4.793693 -3.412635 0.148923 -0.07 0.02 -0.05
H 5.791847 -3.544817 -2.050765 -0.05 -0.05 -0.02
H 4.410760 -4.410699 -2.707841 -0.03 0.04 0.05
H 4.513505 -1.476874 -1.866680 -0.05 -0.04 -0.01
H 4.266164 -2.118709 -3.487594 0.06 0.00 0.05
H 2.113272 -1.332346 -2.503994 0.10 -0.27 0.06
H 2.090850 -3.076523 -2.823123 0.13 0.16 0.12
H -1.623446 -3.147441 -1.041908 0.26 0.03 -0.12
H -2.312699 -5.385150 -1.922880 0.06 0.05 0.00
H -0.166012 -5.207416 -0.732723 -0.05 0.10 -0.21
H 0.670888 -4.780887 -2.231213 -0.19 -0.02 0.04
H -1.116575 -6.408957 -2.704083 -0.06 -0.02 -0.03
H -2.547962 -5.086245 -4.324072 0.08 -0.04 0.01
H -0.821456 -4.824514 -4.525833 -0.01 0.01 0.06
H -1.923996 -2.649287 -4.655086 -0.03 -0.10 0.07
H -2.811213 -2.943848 -3.162505 0.10 -0.02 -0.02
H -0.902946 -1.440350 -2.729432 0.03 -0.35 -0.03
H 0.220497 -2.617945 -3.407094 -0.23 0.03 0.01
H 0.508634 -4.236582 1.124208 -0.05 0.08 0.12
H 2.156387 -2.646142 2.120044 -0.31 0.04 0.02
H 0.850099 -1.572036 2.566676 0.02 -0.22 0.07
H 1.335160 -4.419992 3.577684 -0.02 -0.03 0.07
H 1.542330 -2.935772 4.505637 -0.05 -0.07 0.00
H -0.873777 -2.517867 4.497527 0.03 -0.05 -0.09
H -0.599390 -4.167715 5.044840 -0.02 0.06 0.03
H -2.482699 -3.991099 3.372495 0.06 -0.04 0.03
H -1.196215 -5.080114 2.859801 0.01 -0.03 0.07
H -1.896946 -3.713438 0.978883 0.18 0.17 0.17
H -1.643915 -2.220050 1.868388 0.02 -0.18 0.05
Ir -0.201094 -0.021502 -0.053610 -1.55 -1.12 1.73
Cl -2.417649 -0.835178 -0.232973 -1.00 -0.38 0.07
Cl 1.656687 0.459110 1.223812 1.06 0.41 1.20
C 0.628543 0.531691 -1.689373 0.97 1.57 -3.44
H 1.727463 0.644617 -1.644722 -0.41 0.14 -0.04
C 0.032447 1.033577 -2.910263 0.90 -0.30 0.83
C -1.362935 0.950908 -3.135662 -0.26 0.21 -0.31
C -1.909651 1.381899 -4.339123 0.04 -0.06 0.18
C -1.095242 1.930297 -5.334540 0.11 0.04 -0.15
C 0.287899 2.047886 -5.112025 0.05 0.00 -0.04
C 0.854316 1.614570 -3.923932 -0.45 -0.13 -0.08
H -2.001386 0.555783 -2.341192 0.19 0.12 -0.32
H -2.988479 1.289773 -4.502317 0.36 0.07 0.05
H 0.927611 2.479580 -5.887751 -0.22 -0.09 0.21
H 1.927328 1.705333 -3.733971 -0.31 -0.02 -0.13
H -1.527716 2.268497 -6.278908 0.13 -0.09 0.27
C -2.247486 4.798498 4.252360 -0.31 0.47 0.22
C -0.913025 4.357438 3.699990 0.39 -1.31 -0.76
N -1.075785 3.234738 2.750212 -0.17 0.44 2.86
C -0.849569 3.225254 1.433206 -0.86 -1.49 -2.27
S -1.526508 1.916042 0.536016 0.26 0.94 0.04
N -0.233696 4.297718 0.849266 0.81 1.64 -0.46
C -0.908157 5.632786 0.810737 0.27 -0.92 -0.48
C 0.122423 6.743493 0.860637 -0.17 0.24 0.13
H -2.924785 5.141935 3.458459 0.13 -0.20 0.15
H -2.110251 5.634001 4.951311 -0.05 -0.12 -0.02
H -2.724959 3.978306 4.801597 0.00 0.15 -0.17
H -0.375223 5.163727 3.192673 -0.06 -0.23 0.22
H -0.282804 3.972997 4.510550 0.05 0.35 0.06
H -1.534854 2.400654 3.109585 0.17 0.47 -0.25
H 0.198090 4.077678 -0.052173 -0.44 -0.08 0.57
H -1.486799 5.699492 -0.125220 -0.07 0.11 0.26
H -1.610569 5.697977 1.643490 0.07 -0.03 -0.16
H 0.720546 6.747053 -0.055191 0.11 -0.04 0.22
H -0.379963 7.710749 0.929511 0.01 0.08 -0.07
H 0.769531 6.643113 1.740964 -0.02 -0.07 -0.28

Record 4
118
Properties=species:S:1:pos:R:3:forces:R:3 method="wB97M-V/def2-TZVPD" spin_multiplicity=3 total_charge=+1 homo_lumo_gap_ev="6.225 / 8.732" total_energy_ev=-223318.30606 de_lowest_kcal_mol=7.6 s2=2.01
Ti -0.247127 -0.567292 -0.118964 -0.12 0.07 -0.17
C -2.886546 3.864129 0.712440 0.04 -0.06 -0.08
C -2.288425 4.385582 -0.576638 -0.13 0.11 0.05
C -2.218692 5.897031 -0.637009 -0.01 -0.11 -0.05
O -0.906045 3.906076 -0.707713 0.18 -0.25 -0.14
P -0.570360 2.548385 -1.439621 0.04 0.55 -0.44
O -1.103300 1.329413 -0.804760 -0.04 -0.13 0.19
C 1.233422 2.577621 -1.512841 -0.06 -0.03 0.21
P 2.003626 1.947612 0.002943 0.33 0.18 -0.27
O 1.477358 0.601285 0.316471 0.14 -0.04 0.08
O 1.751255 2.983974 1.138017 0.01 -0.14 -0.06
C 2.486191 4.242427 1.301640 0.00 0.21 0.05
C 3.511696 4.048265 2.395693 -0.02 -0.05 -0.07
C 1.456480 5.306511 1.621197 0.04 -0.10 -0.08
O 3.557469 1.990885 -0.256716 -0.25 0.07 0.18
C 4.227520 0.954099 -1.051274 0.11 -0.07 -0.05
C 5.408312 1.627153 -1.716331 -0.11 -0.03 -0.01
C 4.623820 -0.192743 -0.143882 -0.07 0.06 -0.05
O -1.106490 2.649604 -2.919383 0.04 -0.10 0.31
C -0.798105 3.741630 -3.836292 -0.04 0.09 -0.10
C -2.111531 4.210667 -4.430455 0.08 0.00 0.07
C 0.158258 3.221483 -4.890466 -0.03 0.02 0.08
H -3.861812 4.322066 0.874649 -0.02 0.01 -0.01
H -2.243193 4.117984 1.555823 0.01 0.00 0.02
H -3.021987 2.783984 0.667646 0.01 0.00 0.03
H -2.846521 3.993736 -1.431083 -0.01 0.05 0.01
H -1.683444 6.289134 0.227922 0.03 0.00 0.01
H -3.225616 6.312843 -0.632927 -0.02 0.00 0.01
H -1.713760 6.227543 -1.544401 0.00 0.02 -0.01
H 1.603583 3.574425 -1.760634 -0.02 0.02 0.06
H 1.512709 1.898376 -2.322864 0.02 -0.03 0.01
H 2.982420 4.464152 0.353096 0.01 0.02 0.01
H 3.014565 3.765203 3.323413 -0.01 -0.01 0.03
H 4.054087 4.977991 2.563653 0.01 0.02 -0.01
H 4.225366 3.272568 2.123142 0.01 -0.01 0.02
H 0.930531 5.054053 2.542229 -0.01 -0.01 0.02
H 0.730700 5.391633 0.813656 -0.02 0.01 0.00
H 1.947657 6.268784 1.760012 0.02 0.01 -0.01
H 3.514571 0.608675 -1.808981 0.02 -0.02 0.03
H 6.112550 1.983167 -0.965261 0.00 0.01 0.03
H 5.084388 2.471619 -2.322955 0.01 0.02 -0.02
H 5.922269 0.914243 -2.359840 0.01 -0.01 -0.01
H 5.325145 0.155304 0.614669 0.00 0.02 0.02
H 5.113910 -0.969969 -0.731288 -0.01 -0.01 -0.01
H 3.749068 -0.618366 0.345781 0.00 -0.02 0.01
H -0.336617 4.547722 -3.256012 -0.01 0.01 -0.04
H -2.613872 3.378412 -4.922687 0.00 -0.02 0.00
H -1.927387 4.990318 -5.168871 0.01 0.02 0.00
H -2.771946 4.614932 -3.664518 -0.02 0.00 0.01
H -0.287300 2.370323 -5.404600 0.00 -0.02 -0.01
H 1.106396 2.908660 -4.454118 0.02 -0.02 -0.01
H 0.361920 4.001918 -5.622745 0.01 0.02 0.00
C -2.548583 -3.138405 1.311992 -0.06 0.11 0.14
C -1.512865 -3.828358 0.424582 0.08 -0.09 -0.09
As 0.332693 -3.140608 0.477657 -0.04 -0.26 0.25
C 1.194635 -4.148675 -0.936577 -0.02 0.06 -0.03
C 2.159614 -3.496513 -1.696200 -0.05 0.10 0.03
C 2.804469 -4.157123 -2.731381 0.02 0.02 -0.02
C 2.478545 -5.473570 -3.018776 0.02 -0.02 -0.03
C 1.519275 -6.131371 -2.262017 -0.01 -0.03 0.00
C 0.884110 -5.473912 -1.219872 -0.06 0.02 0.08
C 1.120179 -4.054439 2.019994 -0.08 0.08 -0.06
C 0.405088 -4.874800 2.886376 -0.13 0.06 -0.15
C 1.029605 -5.462353 3.977009 0.04 -0.03 0.06
C 2.378002 -5.238955 4.210338 -0.01 -0.01 0.01
C 3.100258 -4.425073 3.349002 0.04 0.01 0.00
C 2.472228 -3.833518 2.264344 0.01 0.07 -0.07
As -2.820760 -1.159897 1.176124 -0.25 -0.30 0.41
C -4.186808 -1.116539 2.610686 0.10 0.01 -0.24
C -3.925839 -0.734109 3.920543 0.22 0.02 -0.04
C -4.939943 -0.732120 4.866575 -0.06 0.00 0.05
C -6.224284 -1.116334 4.514020 -0.02 0.00 0.00
C -6.496123 -1.496175 3.206929 -0.01 0.00 0.03
C -5.483537 -1.487227 2.260534 0.07 0.00 -0.13
C -1.286702 -0.520540 2.236664 -0.13 -0.17 0.48
C -1.017235 0.852238 2.309576 -0.17 -0.09 -0.18
C -0.044737 1.343790 3.171022 0.22 -0.02 0.16
C 0.701286 0.482051 3.958500 -0.10 0.10 -0.11
C 0.444220 -0.885706 3.907990 -0.02 -0.02 -0.03
C -0.550808 -1.372103 3.081699 0.00 0.06 -0.08
H -2.418668 -3.389445 2.367497 0.02 0.04 -0.04
H -3.536787 -3.524157 1.041781 0.03 0.03 0.02
H -1.780257 -3.712641 -0.626767 0.02 0.01 0.02
H -1.505722 -4.897904 0.654148 0.02 0.04 -0.06
H 2.385724 -2.453681 -1.489918 0.00 -0.04 -0.01
H 3.552344 -3.642482 -3.321193 0.01 0.00 0.00
H 2.972082 -5.989021 -3.831948 0.00 0.00 0.00
H 1.267125 -7.160027 -2.483601 0.00 0.00 0.00
H 0.141155 -6.000703 -0.632503 0.01 0.00 0.00
H -0.649294 -5.066553 2.719151 0.02 0.01 0.00
H 0.461972 -6.099332 4.642510 -0.01 0.00 0.00
H 2.865851 -5.700028 5.058478 0.00 -0.01 0.01
H 4.154156 -4.251568 3.523400 0.01 0.00 0.00
H 3.041764 -3.195871 1.594283 0.01 -0.02 0.03
H -2.924978 -0.436898 4.212433 -0.03 0.00 0.01
H -4.722883 -0.431930 5.883420 0.00 0.00 0.01
H -7.012547 -1.116408 5.254712 -0.01 0.00 0.00
H -7.497365 -1.792485 2.923210 -0.01 0.00 0.00
H -5.706222 -1.766750 1.235039 -0.02 0.00 0.03
H -1.591031 1.554665 1.718801 -0.04 -0.06 -0.02
H 0.128904 2.410261 3.216743 0.02 0.01 0.00
H 1.464867 0.868873 4.620054 0.01 0.01 0.01
H 1.005855 -1.574616 4.526530 0.00 0.00 0.01
H -0.759214 -2.433652 3.103481 -0.01 0.06 0.00
C -1.039006 -2.926431 -3.518739 0.01 0.16 0.03
C -0.946095 -1.478696 -3.028045 -0.37 0.03 -0.23
C -2.219010 -0.727134 -3.435458 0.14 0.01 0.03
C 0.299168 -0.791829 -3.627220 -0.04 -0.07 0.09
O -0.874550 -1.464336 -1.621348 0.43 -0.15 -0.19
H -0.155214 -3.488451 -3.222253 0.04 -0.06 0.03
H -1.120805 -2.962864 -4.606956 0.01 0.02 -0.01
H -1.923992 -3.405448 -3.097117 -0.01 -0.02 0.02
H -2.372690 -0.769233 -4.515961 0.00 0.01 -0.01
H -2.151491 0.315886 -3.126243 -0.04 0.00 -0.01
H -3.080054 -1.177932 -2.941028 -0.01 -0.01 0.01
H 0.724978 -0.124366 -2.870324 -0.02 0.03 -0.06
H 0.054118 -0.201857 -4.511788 0.00 -0.04 -0.04
H 1.064661 -1.519840 -3.902557 0.04 0.01 0.06